(1)
{"formula": "C26H89N31O17", "method": "ωB97M-V/def2-TZVPD", "species": ["C", "C", "C", "O", "C", "N", "H", "H", "H", "H", "H", "H", "H", "H", "H", "H", "H", "C", "C", "C", "O", "C", "N", "H", "H", "H", "H", "H", "H", "H", "H", "H", "H", "H", "C", "C", "C", "O", "C", "N", "H", "H", "H", "H", "H", "H", "H", "H", "H", "H", "H", "C", "O", "N", "N", "H", "H", "H", "H", "C", "O", "N", "N", "H", "H", "H", "H", "C", "O", "N", "N", "H", "H", "H", "H", "C", "O", "N", "N", "H", "H", "H", "H", "C", "O", "N", "N", "H", "H", "H", "H", "C", "O", "N", "N", "H", "H", "H", "H", "C", "O", "N", "N", "H", "H", "H", "H", "C", "O", "N", "N", "H", "H", "H", "H", "C", "O", "N", "N", "H", "H", "H", "H", "C", "O", "N", "N", "H", "H", "H", "H", "C", "O", "N", "N", "H", "H", "H", "H", "C", "O", "N", "N", "H", "H", "H", "H", "C", "O", "N", "N", "H", "H", "H", "H", "C", "O", "N", "N", "H", "H", "H", "H"], "positions_angstrom": [[2.58541, -12.03945, 0.03648], [3.88780, -11.34104, -0.01031], [3.94020, -9.98322, 0.75783], [2.78143, -9.22909, 0.23586], [2.55982, -7.95880, 0.77784], [4.92049, -12.26763, 0.44124], [2.27051, -12.18962, 1.06914], [2.68191, -12.98181, -0.50273], [1.77737, -11.54479, -0.50249], [4.14410, -11.12177, -1.04681], [4.76918, -9.39647, 0.36208], [3.98843, -10.02167, 1.84609], [3.22621, -7.21953, 0.33344], [2.61179, -7.93396, 1.86632], [1.52570, -7.79023, 0.47736], [5.09493, -12.77594, -0.41392], [5.70976, -11.65695, 0.59688], [11.81283, -3.08678, 2.87909], [10.87282, -3.33757, 1.76652], [9.41431, -3.00860, 2.11974], [9.27856, -1.65398, 2.55463], [7.96458, -1.41502, 3.12878], [11.22660, -2.41318, 0.72846], [11.69931, -3.76043, 3.72845], [11.67821, -2.06385, 3.23063], [12.88422, -3.12562, 2.68234], [10.84885, -4.30125, 1.25776], [9.15848, -3.72921, 2.89651], [8.82825, -3.37011, 1.27479], [7.63802, -2.08795, 3.92164], [7.20406, -1.65830, 2.38680], [7.85214, -0.43337, 3.58902], [10.88825, -1.46876, 0.84545], [10.67861, -2.67794, -0.07758], [-0.82616, 1.03051, -3.02828], [-1.94823, 1.67897, -2.22145], [-2.31207, 0.64883, -1.01164], [-1.12457, 0.48073, -0.27221], [-1.24545, -0.06930, 0.99008], [-1.46459, 2.90610, -1.65536], [-0.16096, 0.37039, -2.47163], [-0.10205, 1.73158, -3.44332], [-1.22883, 0.33235, -3.76212], [-2.87648, 1.72537, -2.79092], [-2.50209, -0.36903, -1.35217], [-3.09168, 0.91472, -0.29777], [-1.95470, -0.89635, 1.02248], [-1.50965, 0.56646, 1.83512], [-0.34250, -0.44797, 1.46904], [-1.41879, 2.66597, -0.67539], [-0.49606, 3.14688, -1.81051], [-7.20709, -1.18792, 5.56071], [-6.46962, -1.89825, 6.14753], [-8.43663, -1.60022, 5.40792], [-6.96819, -0.10090, 4.90737], [-8.73561, -2.47451, 5.81575], [-9.09669, -1.00094, 4.93329], [-7.83143, 0.31698, 4.59069], [-6.03000, 0.22304, 4.72042], [3.56604, 5.96272, 4.62269], [4.66462, 6.50037, 4.30135], [2.86137, 5.10255, 3.88532], [2.85814, 6.23140, 5.65898], [3.34368, 5.03081, 3.00083], [1.87583, 4.93702, 4.03169], [3.04332, 6.99039, 6.29909], [2.16058, 5.55719, 5.93996], [-5.67084, -2.12547, -7.78350], [-5.89734, -2.81315, -6.78421], [-6.50217, -1.29426, -8.38965], [-4.59810, -2.23466, -8.44765], [-7.42700, -1.30959, -7.98399], [-6.23287, -0.82952, -9.24498], [-4.00097, -3.00786, -8.19132], [-4.36455, -1.82923, -9.34274], [2.87364, 9.73810, -1.31177], [3.05236, 8.63043, -1.66936], [2.37092, 10.69042, -2.12606], [2.97922, 10.14429, -0.06747], [2.62898, 11.64019, -1.89925], [2.18907, 10.48734, -3.09858], [2.42977, 10.95407, 0.18245], [3.21069, 9.39869, 0.57331], [-4.89984, 10.64672, -0.63291], [-5.69522, 10.24169, 0.11074], [-3.76231, 10.02723, -0.73814], [-4.96841, 11.71001, -1.46470], [-2.98579, 10.43248, -1.24102], [-3.73735, 9.10484, -0.32746], [-4.33121, 11.72907, -2.24810], [-5.77669, 12.31143, -1.39341], [1.23481, 0.79443, 9.46880], [0.20993, 1.31426, 9.62509], [2.32216, 1.45895, 9.55367], [1.42413, -0.46409, 9.10427], [3.20409, 1.02200, 9.32705], [2.29214, 2.45355, 9.72681], [0.64646, -1.09791, 8.98763], [2.38465, -0.77425, 9.14018], [-6.35674, -5.91846, 0.20126], [-6.25214, -6.67285, 1.13325], [-5.91001, -6.13727, -0.94041], [-7.07293, -4.81140, 0.31650], [-5.28900, -6.89404, -1.18886], [-5.88506, -5.27842, -1.47131], [-7.34169, -4.38866, -0.56051], [-7.34256, -4.53170, 1.24880], [5.21719, 5.48041, -8.33607], [5.63389, 6.49498, -7.88192], [5.92085, 4.64194, -9.08274], [3.98731, 5.10900, -8.11813], [6.87937, 4.86641, -9.30845], [5.54438, 3.83066, -9.55200], [3.53636, 5.60973, -7.36579], [3.75993, 4.18907, -8.46760], [-2.81895, -6.53908, 9.72805], [-2.30089, -7.23670, 10.57661], [-2.44490, -6.32165, 8.57388], [-3.94012, -5.96197, 10.00518], [-2.90908, -5.57734, 8.07324], [-1.58023, -6.80421, 8.37491], [-4.21658, -6.06383, 10.97125], [-4.34985, -5.24592, 9.42252], [-2.95986, 6.68989, -8.57102], [-3.26667, 7.44361, -9.45647], [-2.63831, 7.08842, -7.44088], [-3.10471, 5.36685, -8.52003], [-2.46643, 8.06498, -7.24880], [-2.59142, 6.57526, -6.57222], [-2.65285, 4.84156, -7.78518], [-3.16594, 4.83117, -9.37408], [0.43116, -6.06237, -5.90763], [0.77148, -5.39067, -6.87014], [0.82316, -7.21677, -5.62447], [-0.28503, -5.74950, -4.83926], [1.70254, -7.53243, -6.00807], [0.53227, -7.62839, -4.74922], [-0.87751, -4.93681, -4.93207], [-0.50922, -6.44218, -4.13924], [-3.78233, 6.13715, 5.76281], [-3.08470, 5.78399, 4.86214], [-3.68122, 5.79271, 7.01908], [-4.78597, 6.97586, 5.53360], [-4.23862, 6.19623, 7.75839], [-3.15236, 4.98166, 7.30650], [-5.16169, 7.40784, 6.36567], [-5.09918, 7.26679, 4.61853], [-10.39984, 3.44494, 0.30724], [-9.86833, 2.62418, -0.41918], [-9.99006, 4.61675, 0.74408], [-11.39089, 3.06495, 1.03422], [-9.13164, 5.06736, 0.46094], [-10.68209, 5.10044, 1.29838], [-11.85336, 3.67312, 1.69478], [-11.39470, 2.06042, 0.92930], [6.90043, -2.27413, -6.17143], [8.02540, -2.41505, -5.69770], [6.34879, -1.04935, -6.05272], [6.18603, -3.18362, -6.85929], [5.36967, -0.87948, -6.23321], [6.82752, -0.25000, -5.66290], [6.54262, -4.10949, -6.67032], [5.28651, -2.92645, -7.23986]], "lowdin_charge": [-0.078, -0.474, -0.130, -0.226, -0.129, 0.031, 0.090, 0.079, 0.076, 0.130, 0.116, 0.125, 0.083, 0.085, 0.088, 0.072, 0.063, -0.078, -0.454, -0.228, -0.175, -0.088, 0.022, 0.077, 0.082, 0.079, 0.142, 0.116, 0.120, 0.074, 0.081, 0.086, 0.072, 0.069, -0.079, -0.386, -0.162, -0.223, -0.141, 0.032, 0.072, 0.072, 0.072, 0.120, 0.120, 0.120, 0.087, 0.083, 0.085, 0.059, 0.069, -0.843, 0.062, 0.146, 0.176, 0.122, 0.099, 0.108, 0.129, -0.735, -0.012, 0.139, 0.148, 0.114, 0.110, 0.124, 0.113, -0.792, 0.011, 0.156, 0.155, 0.118, 0.108, 0.127, 0.117, -0.797, 0.074, 0.137, 0.156, 0.095, 0.106, 0.107, 0.121, -0.822, 0.086, 0.148, 0.151, 0.106, 0.123, 0.098, 0.109, -0.865, 0.087, 0.161, 0.162, 0.109, 0.126, 0.118, 0.100, -0.851, 0.038, 0.181, 0.154, 0.136, 0.117, 0.105, 0.119, -0.815, 0.062, 0.155, 0.155, 0.115, 0.101, 0.124, 0.103, -0.879, 0.030, 0.189, 0.156, 0.131, 0.140, 0.122, 0.111, -0.827, 0.056, 0.157, 0.149, 0.131, 0.124, 0.100, 0.109, -0.792, 0.038, 0.149, 0.138, 0.134, 0.115, 0.114, 0.105, -0.797, 0.049, 0.160, 0.147, 0.107, 0.120, 0.096, 0.118, -0.791, 0.031, 0.160, 0.138, 0.121, 0.103, 0.112, 0.126, -0.718, 0.010, 0.134, 0.156, 0.091, 0.110, 0.114, 0.105], "lumo_ev": -0.1, "relative_energy_kj_mol": 1466.5, "max_force_ev_per_a": 10.50, "gap_ev": 8.7}

***

(2)
{"formula": "C18H19N7O2", "method": "ωB97M-V/def2-TZVPD", "species": ["C", "O", "C", "C", "C", "C", "C", "O", "C", "C", "C", "N", "C", "C", "C", "C", "N", "C", "C", "N", "C", "C", "N", "C", "N", "N", "N", "H", "H", "H", "H", "H", "H", "H", "H", "H", "H", "H", "H", "H", "H", "H", "H", "H", "H", "H"], "positions_angstrom": [[-3.55461, 0.11594, -3.65477], [-2.68430, 0.06318, -2.55053], [-2.95913, 0.82682, -1.45888], [-4.09760, 1.61701, -1.34617], [-4.29951, 2.37648, -0.21075], [-3.37916, 2.37219, 0.81953], [-2.23101, 1.59500, 0.72069], [-1.28167, 1.53145, 1.69332], [-1.39985, 2.35267, 2.83332], [-0.14068, 2.19120, 3.68197], [1.11104, 2.78520, 3.03026], [1.61706, 1.91321, 1.97976], [-2.00828, 0.80256, -0.42147], [-0.82139, -0.03365, -0.53380], [-0.61228, -1.21263, -1.23662], [0.72029, -1.56140, -0.96453], [1.35822, -2.68093, -1.46404], [2.62504, -3.09883, -1.25436], [3.56464, -2.41845, -0.44334], [4.77627, -2.87286, -0.27279], [5.11330, -4.01612, -0.89607], [6.41797, -4.52784, -0.72521], [7.46417, -4.98741, -0.61973], [4.18973, -4.68858, -1.70053], [2.96413, -4.23802, -1.87712], [1.28730, -0.66759, -0.16063], [0.34734, 0.24297, 0.08556], [-3.10746, -0.53025, -4.40897], [-3.63873, 1.13093, -4.05551], [-4.55130, -0.26117, -3.40338], [-4.83152, 1.64466, -2.13426], [-5.18874, 2.98260, -0.12706], [-3.56738, 2.97106, 1.69513], [-1.51323, 3.40436, 2.53630], [-2.27910, 2.05698, 3.42365], [-0.31463, 2.68830, 4.63706], [0.02147, 1.12861, 3.86775], [0.86322, 3.74864, 2.57562], [1.85980, 2.96945, 3.81764], [2.38190, 2.35746, 1.48358], [1.97246, 1.05036, 2.38078], [-1.30919, -1.74861, -1.84332], [0.80654, -3.27347, -2.07043], [3.29197, -1.50026, 0.05311], [4.44407, -5.60778, -2.21114], [0.57279, 1.00659, 0.73037]], "lowdin_charge": [-0.075, -0.094, -0.208, -0.029, -0.073, -0.027, -0.193, -0.055, -0.202, -0.157, -0.264, -0.010, -0.002, -0.165, 0.047, -0.314, 0.132, -0.278, -0.061, 0.128, -0.299, -0.188, 0.153, -0.079, 0.128, 0.088, 0.035, 0.096, 0.098, 0.097, 0.100, 0.108, 0.101, 0.131, 0.132, 0.115, 0.120, 0.116, 0.109, 0.092, 0.093, 0.103, 0.154, 0.083, 0.119, 0.093], "lumo_ev": 0.5, "relative_energy_kj_mol": 0.0, "max_force_ev_per_a": 1.30, "gap_ev": 8.3, "smiles": "COc1cccc(OCCCN)c1-c1cc(Nc2cnc(C#N)cn2)n[nH]1"}